Molecular formula: C4H11NOS
Method: DFT, wB97M-V/def2-TZVPD

Each atom is followed by the atoms it is bonded to, with distances in Å.
Positions of all 18 atoms, in Å:
1 O 2.969 -0.943 -0.925  C2 1.417, H8 0.968
2 C 2.228 -0.435 0.171  O1 1.417, N3 1.480, H9 1.099, H10 1.095
3 N 0.897 0.055 -0.252  C2 1.480, C4 1.490, H11 1.020
4 C 0.025 0.038 0.955  N3 1.490, C5 1.516, H12 1.095, H13 1.107
5 C -1.281 0.737 0.633  C4 1.516, C6 1.533, H14 1.096, H15 1.101
6 C -2.203 -0.061 -0.296  C5 1.533, S7 1.840, H16 1.089, H17 1.093
7 S -2.164 0.277 -2.105  C6 1.840, H18 1.329
8 H 2.318 -1.265 -1.566  O1 0.968
9 H 2.113 -1.330 0.798  C2 1.099
10 H 2.775 0.354 0.698  C2 1.095
11 H 1.052 1.061 -0.305  N3 1.020
12 H -0.141 -1.016 1.203  C4 1.095
13 H 0.409 0.556 1.855  C4 1.107
14 H -1.109 1.688 0.117  C5 1.096
15 H -1.810 1.070 1.539  C5 1.101
16 H -3.265 0.094 -0.106  C6 1.089
17 H -1.958 -1.105 -0.083  C6 1.093
18 H -0.855 0.224 -2.328  S7 1.329

## Properties
maximum force = 2.19 eV Å⁻¹
orbital gap = 9.9 eV
net charge = 0
E_HOMO = -8.997 eV
structure (SMILES) = OCNCCCS
ΔE to the lowest compared entry with this formula, charge and spin = 35.3 kcal per mole
calculated total energy = -687.15314 Eh